Here is a molecular structure, C6H11N3O from OMol25. Energies are from ωB97M-V/def2-TZVPD.

```
21
C6H11N3O ωB97M-V/def2-TZVPD
N -0.8568 -2.1652 1.7472
C -0.2313 -1.9783 0.5918
C 0.7205 -0.8162 0.3396
N 1.0092 -0.6784 -1.0772
C 0.1600 0.2580 -1.8024
C 0.2204 1.6802 -1.2399
C -0.0126 1.6905 0.2518
N -1.1375 0.9013 0.7456
C 0.2219 0.4541 1.0388
H 1.6586 -1.1012 0.8380
H 1.9813 -0.4111 -1.1899
H 0.4679 0.2605 -2.8571
H -0.8729 -0.1155 -1.7722
H 1.2139 2.1128 -1.4384
H -0.5202 2.3227 -1.7407
H 0.1853 2.6381 0.7595
H -1.5643 1.3316 1.5606
H 0.5615 0.5728 2.0704
O -1.0817 -2.3628 -0.2934
H -0.2931 -1.9298 2.5568
H -1.8302 -2.6641 0.9109
```

charge: 0
LUMO level: 0.7 eV
2S+1: 1
relative energy (zero: lowest compared OMol25 entry of this formula, charge and spin): 4.0578 eV